{"formula": "C54H135N9O18", "method": "ωB97M-V/def2-TZVPD", "lumo_energy_ev": 0.51, "multiplicity": 1, "smiles": "COCCNCCOC.COCCNCCOC.COCCNCCOC.COCCNCCOC.COCCNCCOC.COCCNCCOC.COCCNCCOC.COCCNCCOC.COCCNCCOC", "e_above_lowest_kj_mol": 324.5, "mol_weight_g_mol": 1198.7, "orbital_gap_ev": 8.95, "species": ["C", "O", "C", "C", "N", "C", "C", "O", "C", "H", "H", "H", "H", "H", "H", "H", "H", "H", "H", "H", "H", "H", "H", "H", "C", "O", "C", "C", "N", "C", "C", "O", "C", "H", "H", "H", "H", "H", "H", "H", "H", "H", "H", "H", "H", "H", "H", "H", "C", "O", "C", "C", "N", "C", "C", "O", "C", "H", "H", "H", "H", "H", "H", "H", "H", "H", "H", "H", "H", "H", "H", "H", "C", "O", "C", "C", "N", "C", "C", "O", "C", "H", "H", "H", "H", "H", "H", "H", "H", "H", "H", "H", "H", "H", "H", "H", "C", "O", "C", "C", "N", "C", "C", "O", "C", "H", "H", "H", "H", "H", "H", "H", "H", "H", "H", "H", "H", "H", "H", "H", "C", "O", "C", "C", "N", "C", "C", "O", "C", "H", "H", "H", "H", "H", "H", "H", "H", "H", "H", "H", "H", "H", "H", "H", "C", "O", "C", "C", "N", "C", "C", "O", "C", "H", "H", "H", "H", "H", "H", "H", "H", "H", "H", "H", "H", "H", "H", "H", "C", "O", "C", "C", "N", "C", "C", "O", "C", "H", "H", "H", "H", "H", "H", "H", "H", "H", "H", "H", "H", "H", "H", "H", "C", "O", "C", "C", "N", "C", "C", "O", "C", "H", "H", "H", "H", "H", "H", "H", "H", "H", "H", "H", "H", "H", "H", "H"], "xyz": [[-12.273, -7.068, -1.017], [-11.596, -6.810, 0.202], [-11.705, -5.460, 0.612], [-10.811, -5.254, 1.802], [-9.406, -5.268, 1.355], [-8.506, -5.121, 2.486], [-7.062, -5.427, 2.126], [-6.452, -6.050, 3.228], [-5.068, -6.257, 3.016], [-13.357, -6.977, -0.876], [-12.055, -8.101, -1.274], [-11.916, -6.359, -1.768], [-12.764, -5.313, 0.884], [-11.481, -4.750, -0.193], [-10.973, -6.020, 2.567], [-11.001, -4.241, 2.166], [-9.262, -6.193, 0.957], [-8.800, -5.751, 3.337], [-8.491, -4.079, 2.818], [-6.551, -4.490, 1.870], [-7.019, -6.089, 1.246], [-4.719, -6.795, 3.897], [-4.505, -5.327, 2.915], [-4.956, -6.915, 2.148], [1.945, 7.419, -1.249], [2.411, 8.135, -2.369], [1.944, 9.461, -2.393], [2.391, 10.125, -3.663], [1.848, 11.475, -3.709], [2.092, 12.246, -4.957], [3.520, 12.311, -5.449], [4.001, 11.042, -5.837], [5.005, 11.098, -6.825], [2.136, 6.368, -1.447], [0.860, 7.550, -1.140], [2.438, 7.772, -0.337], [2.261, 9.992, -1.483], [0.839, 9.487, -2.343], [2.053, 9.503, -4.510], [3.469, 10.170, -3.783], [0.835, 11.415, -3.682], [1.769, 13.267, -4.746], [1.460, 11.806, -5.740], [4.190, 12.798, -4.733], [3.457, 12.912, -6.371], [5.401, 10.092, -6.935], [5.802, 11.786, -6.521], [4.577, 11.448, -7.772], [0.529, 1.808, -5.200], [-0.313, 1.872, -4.069], [-1.604, 2.367, -4.376], [-1.690, 3.885, -4.244], [-0.730, 4.629, -5.075], [-0.851, 6.053, -5.065], [-0.722, 6.762, -3.708], [-1.867, 6.592, -2.889], [-2.806, 7.613, -3.054], [0.277, 0.907, -5.777], [1.571, 1.672, -4.905], [0.482, 2.670, -5.863], [-2.331, 1.980, -3.659], [-1.923, 2.021, -5.367], [-1.509, 4.114, -3.189], [-2.682, 4.209, -4.568], [0.190, 4.309, -4.801], [-1.830, 6.378, -5.449], [-0.186, 6.516, -5.800], [-0.551, 7.830, -3.905], [0.141, 6.383, -3.154], [-3.778, 7.349, -2.637], [-3.019, 7.793, -4.118], [-2.493, 8.553, -2.585], [0.833, 3.569, -1.460], [1.384, 2.799, -0.429], [0.611, 1.675, -0.065], [-0.701, 2.081, 0.593], [-1.428, 0.912, 1.112], [-0.710, 0.127, 2.079], [-1.599, -0.591, 3.060], [-2.013, -1.829, 2.487], [-2.957, -2.498, 3.282], [1.012, 3.082, -2.420], [1.160, 4.612, -1.479], [-0.240, 3.756, -1.315], [1.183, 1.122, 0.680], [0.454, 1.039, -0.944], [-1.403, 2.490, -0.131], [-0.447, 2.691, 1.474], [-2.366, 1.119, 1.420], [-0.016, 0.767, 2.682], [0.086, -0.512, 1.673], [-2.493, 0.004, 3.281], [-1.017, -0.840, 3.955], [-3.435, -3.246, 2.655], [-3.736, -1.796, 3.611], [-2.527, -2.972, 4.174], [2.500, 2.506, 4.427], [3.527, 1.602, 4.145], [4.847, 2.045, 4.413], [5.778, 1.180, 3.592], [7.136, 1.211, 4.114], [7.376, 0.204, 5.147], [8.806, 0.331, 5.598], [9.031, -0.587, 6.635], [10.358, -0.607, 7.095], [1.541, 2.023, 4.258], [2.512, 3.346, 3.708], [2.584, 2.950, 5.425], [5.097, 1.951, 5.478], [4.912, 3.098, 4.114], [5.749, 1.575, 2.569], [5.399, 0.164, 3.406], [7.771, 1.111, 3.334], [7.197, -0.801, 4.741], [6.706, 0.375, 5.988], [9.021, 1.365, 5.898], [9.506, 0.100, 4.778], [10.498, -1.508, 7.697], [10.586, 0.274, 7.697], [11.052, -0.776, 6.258], [-0.940, -1.226, -2.018], [-2.207, -1.273, -2.655], [-3.111, -2.092, -1.947], [-4.457, -1.403, -1.707], [-4.634, -1.027, -0.291], [-5.561, 0.077, -0.151], [-5.626, 0.614, 1.261], [-4.454, 1.361, 1.537], [-4.674, 2.635, 2.103], [-0.576, -2.242, -1.811], [-1.014, -0.678, -1.074], [-0.205, -0.794, -2.696], [-2.669, -2.420, -1.001], [-3.277, -3.027, -2.502], [-5.262, -2.074, -2.011], [-4.427, -0.539, -2.387], [-3.708, -0.672, -0.039], [-6.566, -0.357, -0.290], [-5.469, 0.901, -0.870], [-5.679, -0.235, 1.954], [-6.558, 1.170, 1.391], [-4.778, 2.554, 3.197], [-5.523, 3.192, 1.707], [-3.745, 3.200, 1.993], [-1.998, -4.646, 0.800], [-2.271, -6.025, 0.896], [-2.498, -6.630, -0.345], [-1.216, -6.740, -1.215], [-0.073, -7.036, -0.371], [0.509, -8.369, -0.521], [-0.438, -9.523, -0.313], [-0.893, -9.661, 1.013], [0.097, -10.045, 1.936], [-1.011, -4.459, 0.342], [-1.862, -4.322, 1.826], [-2.724, -4.095, 0.199], [-3.252, -6.054, -0.906], [-2.932, -7.621, -0.202], [-1.131, -5.835, -1.819], [-1.444, -7.578, -1.881], [-0.381, -6.962, 0.594], [1.317, -8.476, 0.208], [0.968, -8.433, -1.511], [0.011, -10.469, -0.656], [-1.331, -9.403, -0.931], [-0.402, -10.289, 2.873], [0.765, -9.207, 2.176], [0.672, -10.911, 1.593], [5.501, -2.682, -2.492], [4.871, -1.454, -2.251], [5.693, -0.451, -1.700], [4.841, 0.818, -1.692], [5.425, 1.916, -0.960], [4.382, 2.842, -0.516], [4.947, 4.234, -0.309], [5.616, 4.713, -1.460], [4.726, 5.350, -2.370], [4.778, -3.505, -2.432], [6.267, -2.953, -1.760], [5.820, -2.717, -3.541], [6.622, -0.292, -2.265], [5.928, -0.720, -0.662], [3.959, 0.438, -1.159], [4.508, 1.011, -2.721], [5.991, 2.463, -1.605], [3.951, 2.419, 0.396], [3.530, 2.893, -1.205], [5.750, 4.097, 0.428], [4.228, 4.926, 0.138], [4.607, 6.407, -2.120], [3.728, 4.900, -2.293], [5.102, 5.202, -3.379], [2.161, -2.477, -0.277], [2.498, -3.794, -0.701], [3.111, -4.545, 0.338], [2.174, -4.825, 1.491], [2.781, -5.527, 2.617], [1.757, -6.061, 3.521], [1.187, -4.983, 4.452], [0.517, -5.554, 5.566], [-0.609, -6.330, 5.224], [1.395, -2.578, 0.491], [1.858, -1.846, -1.107], [3.082, -2.027, 0.123], [4.035, -4.013, 0.593], [3.337, -5.519, -0.108], [1.290, -5.340, 1.088], [1.856, -3.886, 1.955], [3.344, -6.320, 2.329], [2.160, -6.890, 4.098], [0.881, -6.369, 2.926], [0.451, -4.363, 3.920], [1.966, -4.358, 4.883], [-0.375, -7.179, 4.576], [-1.372, -5.674, 4.785], [-1.023, -6.780, 6.127]], "forces_ev_per_a": [[0.1, 0.1, 0.7], [0.4, 0.0, -0.3], [-1.1, -0.6, 0.3], [0.8, 0.7, -0.8], [-0.3, -0.4, 0.1], [0.3, 0.3, 0.1], [-0.2, -0.2, -0.3], [0.2, 0.4, 0.1], [-0.5, -0.7, 0.3], [0.0, 0.2, -0.1], [0.1, 0.0, -0.2], [-0.2, -0.2, -0.3], [0.1, 0.3, 0.1], [0.3, -0.1, 0.0], [-0.3, 0.2, 0.1], [-0.1, -0.2, 0.4], [0.1, 0.1, -0.1], [0.1, 0.0, 0.0], [-0.5, 0.0, 0.1], [0.2, -0.1, -0.1], [0.0, 0.0, 0.0], [0.2, 0.1, 0.0], [0.0, 0.0, -0.2], [0.4, 0.2, -0.1], [-0.3, 0.3, -0.2], [-0.1, -0.1, -0.3], [-0.2, 0.0, 0.6], [-0.1, 0.0, -0.7], [0.1, 0.7, -0.3], [-0.1, -1.0, 0.8], [-0.3, 0.1, -0.8], [-0.1, -0.3, 0.3], [-0.2, 0.3, 0.2], [0.2, 0.0, 0.2], [0.0, 0.0, 0.1], [0.0, -0.2, 0.1], [0.3, 0.1, -0.2], [0.0, -0.2, -0.1], [0.0, 0.0, 0.1], [0.1, 0.0, 0.4], [0.0, -0.1, 0.4], [-0.1, 0.0, -0.2], [0.2, 0.3, -0.3], [0.0, -0.1, 0.0], [0.2, 0.3, 0.3], [0.1, 0.0, -0.1], [0.1, -0.1, -0.1], [0.1, 0.0, -0.1], [0.3, -0.9, -0.5], [0.1, 0.3, 0.2], [-0.3, 0.5, -0.3], [0.5, 0.3, -0.3], [-0.2, -1.2, -0.2], [-0.6, 1.0, 0.3], [0.4, 0.1, -0.4], [0.0, -0.2, 0.3], [-0.6, 0.4, -0.5], [-0.1, 0.2, -0.1], [-0.1, 0.1, 0.4], [-0.2, 0.1, 0.1], [0.3, -0.3, 0.1], [0.1, 0.1, 0.0], [-0.5, 0.1, 0.1], [-0.1, 0.0, 0.4], [0.2, 0.4, 0.0], [-0.1, -0.5, 0.0], [0.4, -0.2, 0.2], [0.0, 0.0, 0.2], [0.0, 0.0, 0.0], [0.3, -0.3, 0.3], [0.2, 0.1, 0.0], [0.2, 0.0, -0.1], [-1.0, 0.4, -0.4], [0.3, 0.5, 0.7], [-0.2, 0.1, -0.2], [-0.7, -1.4, 0.7], [0.5, -0.8, -0.8], [1.2, 1.0, 1.0], [0.4, -1.1, -0.5], [0.0, 0.1, -0.2], [-0.5, 0.3, 0.0], [-0.2, 0.2, -0.1], [0.9, -0.4, 0.3], [-0.1, -0.6, -0.2], [0.3, 0.0, -0.2], [-0.1, 0.0, 0.1], [0.2, 0.7, 0.2], [-0.1, 0.7, -0.5], [0.0, 0.2, -0.1], [-0.6, 0.3, 0.1], [-0.7, -0.6, -0.5], [0.1, 0.1, 0.3], [-0.2, 0.3, 0.2], [0.0, -0.1, 0.1], [0.0, -0.1, 0.1], [0.1, 0.0, -0.1], [0.1, 0.9, -0.5], [-0.1, -0.7, 0.0], [-0.6, -0.2, 0.0], [0.1, 0.2, -1.1], [-0.4, 0.2, -0.1], [0.2, 0.2, -0.8], [0.5, -0.1, 0.0], [-0.2, -0.2, 0.4], [0.1, -0.8, -0.2], [0.0, -0.2, 0.4], [0.2, 0.0, 0.1], [-0.2, -0.3, 0.1], [-0.2, 0.1, 0.0], [0.3, 0.0, 0.1], [0.4, 0.2, 0.1], [-0.2, 0.0, 0.8], [0.2, -0.2, 0.2], [0.0, -0.1, 0.3], [0.0, 0.0, 0.0], [-0.1, 0.0, 0.2], [-0.2, 0.1, -0.1], [-0.3, 0.2, 0.3], [0.2, 0.1, -0.2], [0.1, 0.6, 0.0], [0.2, -0.5, 0.0], [0.2, 0.2, 0.1], [-0.3, -0.8, 0.2], [0.3, -0.2, -0.1], [1.2, 0.7, -0.7], [-1.6, -0.6, 0.5], [0.2, -0.6, -0.1], [-0.3, 0.5, -0.1], [0.8, 0.0, 1.1], [-0.1, 0.0, 0.1], [0.2, 0.1, 0.0], [-0.2, 0.4, 0.0], [-0.1, 0.3, 0.1], [0.1, 0.1, -0.2], [-0.1, 0.1, 0.0], [-0.3, 0.0, 0.1], [-0.1, -0.1, 0.4], [0.1, 0.2, -0.3], [0.3, 0.0, 0.0], [0.0, 0.0, 0.0], [0.2, 0.4, 0.0], [-0.4, -0.1, -0.1], [0.0, -0.2, -0.3], [-0.1, 0.1, -0.4], [1.3, -0.2, 0.0], [-0.3, -0.2, 0.1], [-0.1, 0.2, -1.0], [-1.1, -0.4, 0.5], [0.3, -0.2, 0.3], [0.3, 0.4, -0.2], [-0.2, -0.6, -0.4], [-0.3, 0.0, 0.2], [0.0, 0.4, 0.3], [-0.1, -0.2, -0.2], [-0.5, 0.4, -0.1], [-0.4, 0.0, 0.4], [0.0, 0.0, 0.0], [0.2, 0.0, 0.5], [0.5, 0.0, 0.1], [0.3, 0.2, -0.3], [0.0, 0.2, 0.0], [0.1, 0.2, -0.1], [0.0, -0.1, 0.0], [0.2, 0.1, 0.1], [-0.1, 0.1, 0.1], [-0.1, -0.2, -0.1], [0.2, -0.2, -0.1], [0.0, 0.0, 0.0], [-0.5, -0.8, -0.5], [-0.2, 0.0, 0.1], [0.1, 0.4, 0.1], [-0.4, -1.5, 0.4], [0.0, 0.6, -0.6], [-0.5, -0.1, -0.1], [1.2, -0.9, 1.1], [-0.5, 0.3, -0.3], [-0.2, -0.2, 0.4], [-0.3, 0.4, 0.2], [0.3, 0.4, -0.2], [0.7, 0.0, 0.3], [0.0, -0.3, 0.0], [0.3, 0.1, 0.0], [-0.2, 0.5, 0.0], [0.1, 0.3, 0.0], [0.2, -0.2, 0.1], [0.0, 0.4, 0.2], [0.2, -0.1, -0.2], [-0.1, 0.3, 0.0], [-0.2, 0.1, -0.4], [0.2, 0.1, -0.2], [0.1, -0.1, -0.2], [0.0, 0.2, 0.0], [0.9, -0.6, 0.4], [-0.4, 0.1, -0.4], [0.0, -0.1, -0.6], [-0.1, 0.8, 0.9], [0.2, -0.7, 0.1], [-0.5, 1.0, -0.5], [-0.2, -0.3, 0.4], [0.2, -0.4, 0.3], [-0.2, 0.1, 0.2], [-0.2, 0.6, 0.0], [-0.2, -0.3, -0.2], [-0.3, 0.2, 0.3], [0.0, -0.3, 0.5], [0.3, 0.1, -0.1], [0.0, 0.0, 0.0], [-0.3, 0.0, -0.4], [0.0, 0.1, -0.3], [0.0, 0.0, 0.1], [0.2, -0.6, 0.0], [0.2, 0.2, -0.2], [0.1, 0.0, -0.2], [0.0, 0.2, -0.3], [-0.1, -0.3, -0.2], [0.1, 0.3, 0.2]], "lowdin_charge": [-0.104, -0.204, -0.249, -0.211, -0.066, -0.221, -0.238, -0.191, -0.095, 0.086, 0.086, 0.087, 0.124, 0.123, 0.123, 0.123, 0.104, 0.120, 0.118, 0.122, 0.123, 0.090, 0.070, 0.088, -0.118, -0.194, -0.246, -0.220, -0.064, -0.194, -0.234, -0.222, -0.102, 0.045, 0.089, 0.098, 0.131, 0.115, 0.125, 0.116, 0.099, 0.116, 0.120, 0.131, 0.120, 0.089, 0.090, 0.088, -0.118, -0.210, -0.205, -0.187, -0.057, -0.211, -0.210, -0.198, -0.125, 0.092, 0.087, 0.075, 0.120, 0.125, 0.097, 0.128, 0.091, 0.115, 0.119, 0.114, 0.106, 0.088, 0.086, 0.087, -0.103, -0.202, -0.200, -0.180, -0.052, -0.222, -0.196, -0.202, -0.124, 0.086, 0.063, 0.077, 0.116, 0.117, 0.115, 0.127, 0.067, 0.110, 0.112, 0.120, 0.129, 0.056, 0.088, 0.092, -0.126, -0.200, -0.216, -0.219, -0.072, -0.203, -0.252, -0.190, -0.120, 0.070, 0.087, 0.089, 0.119, 0.123, 0.114, 0.122, 0.108, 0.125, 0.121, 0.128, 0.124, 0.086, 0.089, 0.087, -0.103, -0.178, -0.230, -0.190, -0.042, -0.235, -0.216, -0.224, -0.103, 0.082, 0.071, 0.084, 0.090, 0.121, 0.113, 0.116, 0.097, 0.125, 0.124, 0.122, 0.119, 0.090, 0.089, 0.084, -0.091, -0.201, -0.217, -0.193, -0.043, -0.203, -0.236, -0.182, -0.111, 0.091, 0.067, 0.082, 0.121, 0.118, 0.106, 0.108, 0.084, 0.105, 0.122, 0.125, 0.110, 0.089, 0.073, 0.093, -0.118, -0.205, -0.232, -0.222, -0.041, -0.224, -0.219, -0.188, -0.084, 0.079, 0.090, 0.088, 0.124, 0.122, 0.115, 0.127, 0.106, 0.117, 0.090, 0.123, 0.124, 0.082, 0.070, 0.091, -0.097, -0.200, -0.216, -0.225, -0.059, -0.213, -0.209, -0.194, -0.114, 0.069, 0.080, 0.090, 0.125, 0.126, 0.101, 0.109, 0.102, 0.128, 0.096, 0.113, 0.127, 0.075, 0.084, 0.088]}